{
  "formula": "C10H28N2O8PY",
  "method": "the ωB97M-V functional and the def2-TZVPD basis",
  "total_charge": 0,
  "energy_ev": -40522.153,
  "max_force_ha_per_bohr": 0.042,
  "molar_mass_g_mol": 424.2,
  "gap_ev": 6.227,
  "elements": ["Y", "P", "O", "O", "O", "O", "C", "C", "C", "O", "C", "N", "H", "H", "H", "H", "H", "H", "H", "H", "H", "H", "H", "C", "C", "C", "O", "C", "N", "H", "H", "H", "H", "H", "H", "H", "H", "H", "H", "H", "C", "C", "O", "O", "H", "H", "H", "H", "H", "H"],
  "coordinates": [[-0.867190, 0.520582, -0.398708], [-2.671494, 2.294427, -0.822342], [-1.772016, 1.816165, -2.036639], [-1.517061, 2.510319, 0.274682], [-3.074558, 0.839590, -0.273448], [-3.667720, 3.334402, -1.026920], [3.353900, 2.690953, -1.541468], [2.355064, 1.834782, -0.806765], [2.444005, 2.044707, 0.688999], [1.506889, 1.266724, 1.425842], [1.611411, 1.603488, 2.800314], [0.957958, 2.062546, -1.223560], [3.468057, 2.352068, -2.574468], [4.361620, 2.617597, -1.121146], [3.042079, 3.735500, -1.583500], [2.569584, 0.782073, -1.006066], [2.320832, 3.107160, 0.947622], [3.467023, 1.790195, 1.008953], [1.246307, 2.618499, 2.977426], [2.628131, 1.479456, 3.181483], [0.960276, 0.942927, 3.373216], [0.830770, 2.191427, -2.223539], [0.675746, 2.960954, -0.828190], [-1.696146, -2.337679, 3.192970], [-1.323760, -1.747020, 1.834338], [-2.315171, -2.187926, 0.801762], [-1.873009, -1.797977, -0.492829], [-2.733041, -2.160807, -1.548438], [-1.184384, -0.271245, 1.844053], [-1.156335, -1.877776, 4.020810], [-1.562921, -3.421616, 3.225225], [-2.763299, -2.216234, 3.418898], [-0.318112, -2.114574, 1.600272], [-3.258671, -1.647816, 0.997216], [-2.618935, -3.239074, 0.811262], [-2.448392, -3.146212, -1.953126], [-2.646297, -1.434883, -2.351582], [-3.772526, -2.229246, -1.227410], [-0.557394, -0.028074, 2.603661], [-2.079689, 0.130339, 2.136337], [1.245506, -2.090555, -1.239246], [1.050180, -1.508489, -2.615751], [-0.058449, -0.603341, -2.533469], [1.179480, -1.020878, -0.283225], [2.224740, -2.570590, -1.188955], [0.455153, -2.817352, -1.044428], [0.846014, -2.308218, -3.331004], [1.922304, -0.959097, -2.981350], [-0.514084, -0.530996, -3.377207], [1.727625, -1.259209, 0.469440]],
  "forces_ev_per_a": [[-0.155, 1.155, -1.066], [1.166, -1.593, 0.825], [0.202, -0.059, -0.373], [0.384, 0.683, 0.067], [-0.549, -0.366, -0.140], [-0.804, 0.728, -0.142], [0.575, 0.129, -0.445], [-0.750, -0.444, -0.208], [0.547, 0.255, 0.238], [0.371, -0.046, -0.135], [-0.594, -0.066, 0.108], [0.598, 0.383, 0.418], [-0.216, 0.014, -0.003], [-0.109, 0.124, 0.175], [0.057, 0.025, 0.175], [0.133, 0.016, 0.021], [-0.223, -0.017, -0.165], [-0.103, -0.088, 0.023], [0.188, 0.080, -0.057], [0.079, 0.076, -0.120], [0.064, -0.086, -0.067], [0.066, -0.272, -0.038], [-0.576, -0.203, 0.060], [-0.783, -0.214, 0.224], [0.826, -0.455, 0.880], [-1.414, 0.738, -0.573], [0.765, -0.028, 0.425], [-0.277, -0.620, -0.540], [-0.791, -0.729, 1.040], [0.193, -0.048, -0.113], [0.345, 0.072, -0.080], [0.077, 0.315, -0.144], [-0.121, -0.169, -0.235], [0.137, 0.088, -0.021], [0.668, -0.200, 0.175], [0.038, 0.109, 0.194], [-0.107, 0.218, 0.159], [0.003, 0.298, 0.065], [0.175, 0.035, -0.179], [-0.032, 0.231, -0.476], [0.130, -0.020, -0.147], [-0.301, 0.409, -0.300], [0.167, -0.396, 0.068], [0.069, -0.481, -0.191], [-0.059, -0.099, 0.009], [0.013, 0.014, 0.137], [-0.018, -0.074, 0.079], [0.096, -0.016, 0.215], [-0.076, 0.304, 0.023], [-0.073, 0.291, 0.156]]
}


{
  "formula": "C28H48FO20P",
  "method": "the ωB97M-V functional and the def2-TZVPD basis",
  "total_charge": 0,
  "energy_ev": -82767.031,
  "max_force_ha_per_bohr": 0.077,
  "molar_mass_g_mol": 754.6,
  "gap_ev": 6.714,
  "smiles": "CP(C)C1=CC(=O)C(CCF)=CC1=O.COC(=O)OC.COC(=O)OC.COC(=O)OC.COC(=O)OC.COC(=O)OC.COC(=O)OC",
  "elements": ["C", "P", "C", "C", "C", "C", "O", "C", "C", "C", "F", "C", "C", "O", "H", "H", "H", "H", "H", "H", "H", "H", "H", "H", "H", "H", "C", "O", "C", "O", "O", "C", "H", "H", "H", "H", "H", "H", "C", "O", "C", "O", "O", "C", "H", "H", "H", "H", "H", "H", "C", "O", "C", "O", "O", "C", "H", "H", "H", "H", "H", "H", "C", "O", "C", "O", "O", "C", "H", "H", "H", "H", "H", "H", "C", "O", "C", "O", "O", "C", "H", "H", "H", "H", "H", "H", "C", "O", "C", "O", "O", "C", "H", "H", "H", "H", "H", "H"],
  "coordinates": [[8.401680, -2.725772, -2.374947], [7.941902, -0.879797, -2.593115], [8.673412, -0.240121, -4.206522], [6.083528, -0.649360, -2.498698], [5.278227, -1.807788, -2.287225], [3.695569, -1.645339, -2.148577], [3.084754, -2.502467, -1.465983], [2.999070, -0.401637, -2.838607], [1.478241, -0.561485, -3.243866], [1.439304, -0.759992, -4.845557], [1.775564, 0.490991, -5.462723], [3.787116, 0.748192, -3.078348], [5.312158, 0.723554, -2.591778], [5.846047, 1.796728, -2.257946], [7.939459, -3.315745, -3.238075], [7.866504, -3.045380, -1.416809], [9.527966, -2.843151, -2.318336], [8.394309, -0.861107, -5.133355], [8.506249, 0.878336, -4.379413], [9.813566, -0.358909, -4.110974], [5.689061, -2.852392, -2.172834], [0.809803, 0.300038, -2.936045], [1.015235, -1.516937, -2.812171], [0.416043, -1.098854, -5.211327], [2.271685, -1.495959, -5.097519], [3.307927, 1.649826, -3.568092], [2.221527, -4.477930, 5.061393], [1.611531, -4.693427, 3.790632], [2.445556, -4.546264, 2.748618], [3.614303, -4.259211, 2.813233], [1.750928, -4.774444, 1.625604], [2.518953, -4.651026, 0.426733], [1.457527, -4.622865, 5.825361], [3.022701, -5.199842, 5.231805], [2.599615, -3.456616, 5.139309], [3.331802, -5.380739, 0.413983], [2.907213, -3.640252, 0.321399], [1.858316, -4.855997, -0.415478], [-0.952548, 2.335776, -6.805939], [-2.272386, 1.905524, -6.473779], [-2.503728, 1.811758, -5.155838], [-1.712171, 2.053150, -4.278785], [-3.769184, 1.401835, -4.984163], [-4.156989, 1.256590, -3.617987], [-0.877983, 2.374939, -7.892779], [-0.761982, 3.335506, -6.410534], [-0.210608, 1.626325, -6.434405], [-4.092799, 2.213153, -3.095650], [-3.542506, 0.503408, -3.120718], [-5.194421, 0.922551, -3.598755], [-6.990554, 3.862171, -2.133898], [-7.975499, 3.447989, -1.189412], [-8.064417, 2.118160, -1.034815], [-7.401597, 1.292341, -1.611515], [-9.018741, 1.868834, -0.127633], [-9.224394, 0.481509, 0.139555], [-7.007997, 4.951166, -2.175955], [-5.995153, 3.544056, -1.817191], [-7.221923, 3.473632, -3.127844], [-8.318338, 0.028607, 0.546746], [-9.545068, -0.041262, -0.763812], [-10.015324, 0.399077, 0.884867], [-9.062742, -4.035899, 3.571449], [-8.179450, -4.699405, 2.669230], [-7.533676, -3.877830, 1.828401], [-7.643915, -2.678313, 1.786058], [-6.743913, -4.624255, 1.043076], [-5.990382, -3.874833, 0.091023], [-9.527495, -4.795518, 4.199950], [-8.511374, -3.345758, 4.213074], [-9.848586, -3.510509, 3.025080], [-5.317021, -3.178461, 0.594628], [-6.654136, -3.342938, -0.593559], [-5.390814, -4.578789, -0.485978], [3.943119, 2.947333, -0.406099], [2.618668, 2.516136, -0.085520], [2.372118, 2.423909, 1.228489], [3.152968, 2.667892, 2.114568], [1.103951, 2.011679, 1.384586], [0.697924, 1.866970, 2.743812], [4.028000, 2.985003, -1.489637], [4.129093, 3.948139, -0.010189], [4.681064, 2.239142, -0.026779], [0.752548, 2.823903, 3.266032], [1.306803, 1.115291, 3.250351], [-0.338984, 1.531050, 2.746671], [2.845588, 4.385014, 5.177121], [3.252946, 3.854235, 6.437940], [2.339935, 3.986347, 7.410477], [1.253654, 4.496666, 7.298235], [2.846746, 3.450621, 8.531924], [1.975256, 3.521584, 9.658428], [3.657356, 4.223417, 4.468436], [1.959141, 3.866249, 4.809517], [2.661260, 5.458728, 5.252671], [1.053531, 2.968105, 9.468134], [1.756017, 4.560797, 9.911431], [2.486761, 3.060638, 10.503457]],
  "forces_ev_per_a": [[-1.649, 0.067, -0.796], [0.797, 1.275, 1.321], [0.618, -0.517, -1.151], [-2.234, -3.192, -0.781], [-0.202, 2.860, -0.419], [0.457, -1.216, 1.408], [1.269, 2.709, -2.608], [1.062, 1.162, -0.003], [0.171, -0.530, -0.902], [0.436, 0.216, 1.199], [-0.439, -1.324, 0.472], [-0.728, -3.097, 0.789], [0.303, 1.775, 0.172], [-0.972, -2.965, -1.207], [0.903, 0.419, 1.132], [1.062, 0.377, -1.201], [-1.526, 0.259, -0.033], [0.177, 1.097, 1.239], [-0.107, -1.684, 0.387], [-1.667, 0.117, 0.125], [-0.612, 1.391, -0.109], [1.020, -0.848, -0.403], [0.945, 1.322, -0.358], [1.394, 0.550, 0.401], [-1.254, 0.887, -0.030], [1.012, -1.030, 0.845], [0.101, 0.051, 0.389], [0.094, 0.014, -0.248], [-0.184, -0.044, -0.203], [-0.286, -0.085, 0.046], [0.052, -0.063, 0.482], [0.232, 0.053, -0.284], [-0.097, -0.039, -0.279], [0.029, 0.176, -0.087], [0.110, -0.151, -0.070], [0.001, 0.135, 0.101], [0.025, -0.278, 0.154], [-0.134, 0.033, 0.267], [0.439, 0.094, -0.178], [-0.191, -0.050, 0.324], [-0.162, -0.045, -0.170], [-0.165, -0.100, -0.208], [0.360, 0.119, -0.162], [-0.288, -0.110, 0.391], [-0.287, -0.085, 0.101], [0.024, -0.165, 0.102], [-0.054, 0.180, 0.106], [0.161, -0.130, -0.017], [0.057, 0.200, -0.009], [0.105, 0.064, -0.232], [0.251, 0.199, -0.261], [-0.069, -0.307, 0.084], [-0.195, 0.111, 0.191], [-0.098, 0.203, 0.079], [0.252, 0.219, -0.290], [-0.062, -0.475, 0.172], [-0.190, -0.124, 0.189], [-0.117, -0.099, -0.093], [0.104, -0.094, 0.126], [-0.064, -0.013, -0.179], [0.182, 0.039, 0.045], [0.075, 0.292, -0.078], [-0.279, 0.123, 0.310], [0.204, 0.132, -0.253], [0.052, -0.247, -0.017], [-0.011, -0.239, 0.006], [-0.253, 0.109, 0.266], [0.272, 0.167, -0.329], [0.194, -0.105, -0.206], [-0.072, 0.046, -0.176], [0.172, 0.075, 0.042], [-0.187, 0.038, -0.047], [0.061, 0.074, 0.173], [-0.174, -0.128, 0.216], [0.269, 0.244, -0.107], [-0.236, -0.060, 0.422], [-0.077, -0.038, -0.265], [-0.261, -0.035, -0.169], [0.296, 0.095, -0.114], [-0.185, -0.099, 0.350], [-0.267, -0.056, 0.200], [0.008, -0.164, 0.130], [-0.087, 0.164, 0.081], [0.110, -0.126, -0.034], [0.052, 0.188, -0.007], [0.117, 0.047, -0.264], [0.038, 0.197, -0.471], [-0.210, -0.012, 0.403], [0.222, -0.063, -0.104], [0.248, -0.143, 0.066], [-0.040, 0.093, -0.275], [-0.189, -0.017, 0.362], [0.001, -0.162, 0.254], [0.039, 0.148, 0.126], [-0.148, -0.135, 0.069], [0.023, 0.192, -0.045], [-0.107, -0.106, -0.128], [0.159, 0.002, -0.254]]
}


{
  "formula": "C2H6F3IN3",
  "method": "the ωB97M-V functional and the def2-TZVPD basis",
  "total_charge": 1,
  "energy_ev": -22885.504,
  "max_force_ha_per_bohr": 0.062,
  "molar_mass_g_mol": 256.0,
  "de_lowest_kcal_mol": 8.0,
  "gap_ev": [7.663, 7.746],
  "smiles": "[NH3+]CNN(I)C(F)(F)F",
  "elements": ["C", "C", "N", "N", "N", "F", "F", "F", "I", "H", "H", "H", "H", "H", "H"],
  "coordinates": [[1.316221, 0.819621, 0.597110], [-1.543631, -1.690200, -0.036733], [0.348976, -0.339311, 0.883750], [-0.653729, -0.522170, -0.067079], [1.233068, 1.089326, -0.849693], [-2.343285, -1.892659, 0.988477], [-0.782130, -2.772593, -0.272032], [-2.346475, -1.570109, -1.094219], [-2.063829, 1.553750, -0.267526], [2.301290, 0.492591, 0.853883], [0.973890, 1.702562, 1.189919], [0.099042, -0.256796, 1.818651], [0.311628, 0.624957, -1.141343], [2.006726, 0.748364, -1.405798], [1.142233, 2.012661, -1.197368]],
  "forces_ev_per_a": [[-2.054, -0.430, 0.417], [-0.161, -0.780, -1.521], [0.116, 0.084, -3.204], [0.636, 2.542, 1.168], [-0.903, -1.268, -0.820], [0.808, 0.347, 0.746], [-0.035, 0.538, 0.795], [0.205, 0.432, -0.082], [0.634, -1.467, 0.321], [0.514, -0.039, 0.259], [0.407, -0.560, -0.669], [-1.041, -0.215, 2.085], [0.883, -0.108, -0.052], [0.290, -0.857, 0.065], [-0.297, 1.783, 0.493]]
}